Below is C41H47As2FN9O4Ru as an isolated structure, with properties calculated with wB97M-V/def2-TZVPD.

Cartesian coordinates (Å):
Ru  -1.42201  0.94155  0.88949
C  -4.79632  -0.49682  1.54726
As  -3.81957  1.09686  1.06340
C  -4.70202  1.74575  -0.52984
C  -4.37591  2.35275  2.41808
C  -5.71038  2.53839  2.76738
C  -6.03292  3.44664  3.76103
C  -5.03451  4.16913  4.40449
C  -3.70602  3.98734  4.05887
C  -3.37861  3.07422  3.05966
As  -1.56254  2.73574  2.48560
C  -0.59367  2.65516  4.16218
C  -1.01492  4.41730  1.69614
H  -5.86231  -0.29149  1.45007
H  -4.55117  -0.75197  2.57521
H  -4.52146  -1.32209  0.89755
H  -5.74700  1.91548  -0.27043
H  -4.64001  1.00450  -1.32526
H  -4.23323  2.67285  -0.84505
H  -6.50124  1.97808  2.28280
H  -7.06724  3.59037  4.04254
H  -5.29637  4.87559  5.18043
H  -2.93938  4.55816  4.56935
H  -0.64502  3.64462  4.61641
H  0.44847  2.37868  4.01744
H  -1.07171  1.92422  4.81173
H  -1.23984  5.20702  2.41301
H  -1.56324  4.57189  0.77034
H  0.05474  4.41437  1.48962
C  -1.16694  1.02060  -6.84668
C  0.01081  1.57768  -6.06641
N  -0.00580  1.16528  -4.65222
C  -0.53672  1.99782  -3.74998
C  -0.67067  1.71968  -2.41388
C  -1.33123  2.76604  -1.57126
O  -1.51565  3.88444  -1.99978
O  -1.81445  2.41082  -0.40058
C  -0.17021  0.47924  -1.92108
O  -0.18888  0.13134  -0.70872
C  0.45319  -0.39814  -2.89078
C  1.02447  -1.60052  -2.46754
C  1.56345  -2.45895  -3.37138
F  2.16189  -3.56991  -2.91500
C  1.52658  -2.21149  -4.76279
C  1.00035  -0.99335  -5.17731
C  0.48965  -0.07275  -4.25169
N  1.96220  -3.15911  -5.69411
C  2.51226  -2.76353  -6.97369
C  1.73413  -3.46524  -8.08353
N  1.40851  -4.87448  -7.61777
C  2.41472  -5.36816  -6.61667
C  2.27441  -4.54412  -5.33965
H  -1.09867  1.32582  -7.89010
H  -2.10759  1.39721  -6.44655
H  -1.20071  -0.06829  -6.80678
H  0.00117  2.66585  -6.06875
H  0.96992  1.28066  -6.48871
H  -0.89071  2.95049  -4.12403
H  1.03842  -1.85530  -1.41925
H  0.93366  -0.77245  -6.23002
H  3.57747  -3.01096  -7.03094
H  2.44941  -1.69049  -7.12655
H  2.29549  -3.54981  -9.01209
H  0.77832  -2.98396  -8.27999
H  1.35809  -5.50651  -8.41737
H  0.48369  -4.87619  -7.18281
H  3.38605  -5.27453  -7.09771
H  2.21997  -6.42127  -6.42719
H  3.19649  -4.65611  -4.76485
H  1.46224  -4.95461  -4.74035
C  1.75273  1.85920  8.22191
C  2.35207  0.84301  7.29213
C  1.56926  -0.11652  6.66224
C  2.11720  -1.07480  5.82039
C  3.48418  -1.07325  5.57605
N  4.12615  -2.00643  4.72387
C  3.60345  -2.80088  3.73533
O  4.06998  -3.87595  3.44296
N  2.49210  -2.30492  3.03967
C  2.22523  -0.99381  2.66066
C  3.14773  0.04817  2.71448
C  2.74003  1.30300  2.30097
C  1.44958  1.49293  1.85250
N  0.55254  0.49882  1.79650
C  0.94270  -0.71095  2.19205
C  4.28629  -0.12439  6.20667
C  3.72512  0.81263  7.05382
H  0.66590  1.78554  8.23864
H  2.01856  2.87510  7.92607
H  2.10836  1.71480  9.24284
H  0.50241  -0.14160  6.85281
H  1.47997  -1.83183  5.38622
H  5.02653  -2.34211  5.03481
H  2.02225  -3.03679  2.52795
H  4.15392  -0.12006  3.06595
H  3.42746  2.13693  2.31635
H  1.13441  2.46143  1.47890
H  0.19781  -1.49556  2.17065
H  5.35536  -0.12336  6.03166
H  4.36992  1.53431  7.54048
N  -1.92131  -1.02941  1.47002
C  -1.85397  -2.04266  0.87220
N  -1.87607  -3.21993  0.41137
C  -1.23349  -3.59978  -0.67138
N  -0.67769  -4.00791  -1.60068

HOMO-LUMO gap (alpha / beta): 7.2 / 6.8 eV
energy relative to the best compared isomer or geometry (same formula, charge and spin): 0.00 kJ/mol
HOMO (alpha / beta): -11.797 / -11.798 eV
charge: +2
max |F|: 0.73 eV Å⁻¹
LUMO (alpha / beta): -4.632 / -4.948 eV
spin multiplicity: 2
<S²>: 0.755


Below is C41H47BiCl2N6O4SSi2 as an isolated structure in a non-equilibrium geometry, with properties calculated with wB97M-V/def2-TZVPD.

Cartesian coordinates (Å):
Bi  0.27813  0.00178  0.04645
Cl  2.02042  6.06248  -3.06838
C  2.00878  4.70261  -2.00841
C  0.85393  3.94303  -1.88789
C  0.83191  2.83307  -1.05997
N  -0.33829  2.08264  -0.89175
C  -1.23245  2.73477  -0.10482
O  -0.92578  3.66741  0.63401
C  -2.69645  2.42493  -0.26256
C  -3.55101  3.37365  0.30877
C  -4.89911  3.35011  0.01611
C  -5.36352  2.35906  -0.83547
C  -4.45173  1.42464  -1.30241
N  -3.15619  1.43876  -1.02600
C  1.96637  2.52228  -0.28937
C  3.09777  3.31769  -0.36819
C  3.12312  4.39156  -1.24339
Cl  4.55386  5.34677  -1.33775
N  1.77383  1.50829  0.62878
C  2.30009  1.56175  1.87329
O  3.44435  1.86475  2.16422
C  1.24131  1.37969  2.91671
C  1.48733  1.83710  4.20868
C  0.42770  1.92293  5.09372
C  -0.84106  1.57461  4.65034
C  -0.98452  1.10309  3.35212
N  0.03230  0.99750  2.52183
H  -0.04163  4.24029  -2.40985
H  -3.11303  4.13340  0.93549
H  -5.56814  4.09877  0.41725
H  -6.40027  2.32208  -1.13763
H  -4.78847  0.61849  -1.94476
H  3.93639  3.13695  0.28300
H  2.48659  2.14413  4.47251
H  0.57971  2.28753  6.10022
H  -1.69744  1.68107  5.29814
H  -1.95061  0.81382  2.96122
C  -2.50602  -2.81873  -0.69565
O  -1.84846  -2.34246  -1.84234
C  -2.67575  -1.47803  -2.59167
C  -1.93463  -0.86867  -3.77925
O  -1.04229  0.12950  -3.33987
C  -0.97626  1.24148  -4.19791
H  -3.40847  -3.38277  -0.96900
H  -2.78560  -1.99944  -0.02112
H  -1.81028  -3.48053  -0.19017
H  -3.01388  -0.65630  -1.94887
H  -3.54693  -2.04844  -2.95927
H  -2.69446  -0.42684  -4.43726
H  -1.39216  -1.63931  -4.34557
H  -1.96996  1.67693  -4.36119
H  -0.53539  0.97161  -5.16855
H  -0.35565  1.98355  -3.69972
C  2.34616  0.81045  -3.11183
Si  3.44042  -0.19627  -1.92379
C  4.39302  -1.39429  -3.07992
C  4.83543  0.84575  -1.13430
C  2.30018  -1.08991  -0.66501
C  2.77224  -1.20165  0.71477
C  4.08122  -1.42115  1.16062
C  4.30258  -1.65793  2.49820
C  3.22879  -1.68177  3.38845
C  1.97587  -1.39813  2.89100
N  1.77016  -1.16420  1.60489
Si  1.94579  -2.93956  -1.09783
C  1.10975  -3.10800  -2.79254
C  0.91309  -3.75382  0.28926
C  3.54634  -4.00813  -1.07991
H  2.47008  1.87757  -2.96515
H  1.29673  0.57491  -2.98278
H  2.62197  0.58579  -4.13785
H  4.96513  -0.80983  -3.79380
H  3.72475  -2.02824  -3.64902
H  5.09384  -2.03156  -2.55397
H  4.86866  1.82971  -1.59397
H  5.80671  0.38094  -1.29326
H  4.69771  0.98486  -0.06649
H  4.89392  -1.39185  0.45453
H  5.30480  -1.83367  2.85927
H  3.37364  -1.87961  4.43805
H  1.09454  -1.36622  3.51851
H  0.06750  -2.81987  -2.73109
H  1.16231  -4.14001  -3.12916
H  1.58357  -2.48362  -3.54156
H  0.10542  -3.11525  0.62588
H  1.53770  -3.96701  1.15204
H  0.49008  -4.69649  -0.04367
H  4.01959  -4.05014  -2.05359
H  3.31674  -5.03136  -0.79526
H  4.27658  -3.63278  -0.36996
S  -3.35757  -2.97893  4.60852
C  -2.06383  -2.59490  3.49891
N  -2.31848  -1.74649  2.58472
C  -3.60716  -1.29495  2.66791
C  -4.20804  -0.36728  1.81907
C  -5.53164  -0.04160  2.02088
C  -6.26135  -0.61331  3.06182
C  -5.68345  -1.52105  3.92759
C  -4.35558  -1.85961  3.72540
H  -1.11155  -3.07382  3.61156
H  -3.62037  0.06825  1.02698
H  -6.01522  0.66270  1.36127
H  -7.29564  -0.33525  3.18851
H  -6.25115  -1.96644  4.73025

HOMO-LUMO gap: 7.5 eV
HOMO: -7.393 eV
charge: 0
max |F|: 1.14 eV Å⁻¹
LUMO: 0.097 eV
spin multiplicity: 1


Below is C41H48Br2N5O5RbSi as an isolated structure, with properties calculated with wB97M-V/def2-TZVPD.

Cartesian coordinates (Å):
Rb  -1.78562  0.13866  0.42732
O  -1.97319  -5.23231  3.98582
C  -2.48318  -5.57023  2.79520
C  -2.75009  -6.91769  2.53675
C  -3.27206  -7.31323  1.31654
C  -3.54090  -6.37215  0.32958
C  -3.27902  -5.03336  0.58761
C  -2.75459  -4.60721  1.80143
C  -2.47874  -3.13498  1.99099
O  -2.76849  -2.33765  1.05691
N  -1.88290  -2.85674  3.12842
N  -1.68128  -1.50476  3.40810
C  -0.49263  -1.03946  3.29908
C  0.76993  -1.60802  2.81205
C  1.05833  -2.97301  2.72775
C  2.27554  -3.44268  2.25702
C  3.23295  -2.51174  1.83432
C  2.99515  -1.16003  1.91054
C  1.76794  -0.62391  2.43198
O  1.57171  0.62430  2.51820
H  -1.83509  -4.21424  3.92449
H  -2.53128  -7.63826  3.31576
H  -3.46765  -8.36486  1.13492
H  -3.94889  -6.67764  -0.62648
H  -3.47613  -4.26485  -0.15009
H  -0.40421  0.01064  3.56961
H  0.30451  -3.68010  3.04380
H  2.47334  -4.50697  2.21081
H  4.18422  -2.86217  1.44096
H  3.74224  -0.44132  1.58999
C  0.04926  -3.08542  -0.56636
O  0.02981  -1.76428  -1.11920
C  0.83638  -1.51723  -2.15755
C  1.64782  -2.44899  -2.77555
C  2.45158  -2.05049  -3.84374
Br  3.54460  -3.35254  -4.70017
C  2.47934  -0.75784  -4.28781
C  1.66789  0.20132  -3.65641
C  0.82825  -0.17386  -2.60830
O  0.02728  0.66409  -1.95006
C  1.71761  1.60285  -4.05619
N  0.90881  2.52867  -3.60590
C  1.31037  3.71060  -4.20248
C  0.79751  4.99787  -4.07296
C  1.41322  6.00725  -4.78988
C  2.51268  5.75108  -5.62103
C  3.02989  4.47508  -5.76301
C  2.40679  3.46620  -5.04012
N  2.64435  2.11014  -4.93109
H  1.04295  -3.31803  -0.18042
H  -0.26614  -3.81311  -1.31946
H  -0.66914  -3.07263  0.24528
H  1.66948  -3.47150  -2.43277
H  3.11509  -0.49235  -5.12107
H  0.09055  1.56325  -2.35586
H  -0.04649  5.18852  -3.42373
H  1.04260  7.02060  -4.70357
H  2.97028  6.56985  -6.16202
H  3.88074  4.27946  -6.40346
H  3.39558  1.59769  -5.35330
C  3.39666  4.34808  1.16280
C  2.33102  4.71584  2.20864
C  2.66009  6.11070  2.76308
C  2.49115  3.68338  3.33692
Si  0.54861  4.65382  1.47456
Br  0.53159  2.78976  0.23256
C  -0.81388  4.44608  2.80608
C  -0.83518  3.00233  3.33886
C  -2.21481  4.71425  2.23733
C  -0.59161  5.41480  3.97988
C  0.18514  6.07851  0.22954
C  -0.14769  7.39078  0.95639
C  1.39203  6.33011  -0.68490
C  -0.99257  5.71891  -0.69112
H  4.38384  4.42841  1.63463
H  3.39267  4.99797  0.28882
H  3.27210  3.31913  0.82708
H  3.64313  6.07832  3.24863
H  1.93723  6.44589  3.50991
H  2.70934  6.86763  1.97793
H  3.53491  3.70655  3.67628
H  2.27412  2.66505  3.00151
H  1.86743  3.90553  4.20268
H  -1.22032  2.32253  2.57982
H  -1.51859  2.95543  4.19452
H  0.13264  2.60950  3.64171
H  -2.45387  4.09925  1.36808
H  -2.36679  5.76017  1.96394
H  -2.95136  4.47282  3.01277
H  0.31963  5.20131  4.53828
H  -1.43246  5.31765  4.67618
H  -0.55554  6.45863  3.65599
H  0.64893  7.71421  1.62960
H  -1.06942  7.31337  1.53372
H  -0.29490  8.18423  0.21316
H  2.25391  6.72802  -0.14691
H  1.11114  7.06799  -1.44682
H  1.69893  5.42131  -1.20767
H  -1.93021  5.52833  -0.17681
H  -0.78631  4.82267  -1.27641
H  -1.15750  6.55385  -1.38579
N  -3.82554  3.57480  -0.74888
C  -3.59488  2.45904  -0.49541

HOMO-LUMO gap: 5.1 eV
energy relative to the best compared isomer or geometry (same formula, charge and spin): 74.35 kJ/mol
HOMO: -1.760 eV
charge: -2
max |F|: 0.21 eV Å⁻¹
LUMO: 3.302 eV
spin multiplicity: 1


Below is a 13-piece molecular cluster, C41H48Cl49N4O2S overall in a non-equilibrium geometry, with properties calculated with wB97M-V/def2-TZVPD.

Cartesian coordinates (Å):
C  -1.24992  4.34950  -0.33868
C  -1.08384  4.13055  1.24382
C  -2.35264  4.58921  2.06254
C  -2.99671  3.29939  2.75189
C  -3.64558  2.33028  1.68932
C  -4.07329  0.95550  2.36860
C  -4.33431  -0.15460  1.26308
C  -2.94276  -0.62600  0.64686
C  -2.92859  -2.16061  0.25485
C  -2.00064  -3.09328  1.15911
C  -0.53628  -3.29707  0.57820
C  0.20534  -1.94310  0.37786
C  0.31315  -1.35984  -0.94474
C  -0.19385  -1.88716  -2.30859
C  0.91394  -2.68877  -3.14370
O  1.30897  -1.98716  -4.33704
C  2.13592  -3.16217  -2.28583
N  3.05572  -3.94737  -3.15466
N  1.00883  -0.15168  -0.63338
C  1.30803  0.80910  -1.71345
C  2.73120  0.63278  -2.34797
C  2.72516  1.42241  -3.71788
O  3.34086  0.90682  -4.61059
N  2.02061  2.66302  -3.92853
C  0.68622  2.42937  -4.50710
C  -0.40920  3.42062  -4.36678
C  -1.75520  3.16386  -4.91828
C  -2.07710  1.89473  -5.63031
C  -0.98369  0.92871  -5.77557
C  0.36259  1.18510  -5.22785
C  1.27518  -0.06028  0.69620
S  2.13457  1.36114  1.38146
N  0.79160  -1.16184  1.38419
C  0.89051  -1.33037  2.83860
Cl  -0.45589  -0.42498  3.68827
C  1.04191  -2.80919  3.33509
C  1.16442  -2.73397  4.92369
H  -1.64932  3.38039  -0.74985
H  -0.21997  4.51469  -0.76169
H  -1.92134  5.21530  -0.55171
H  -0.14450  4.66268  1.56094
H  -0.99218  3.02320  1.39757
H  -1.98865  5.26917  2.87944
H  -3.09472  5.17004  1.46289
H  -3.77541  3.69649  3.45613
H  -2.16871  2.79912  3.32742
H  -2.94785  2.14474  0.82465
H  -4.58348  2.81986  1.30352
H  -3.21483  0.63238  3.00649
H  -4.97821  1.07220  3.02131
H  -4.94630  -0.99628  1.67001
H  -4.93334  0.32686  0.44368
H  -2.15593  -0.46529  1.43003
H  -2.68538  0.06836  -0.19674
H  -3.96903  -2.57201  0.36994
H  -2.61367  -2.22703  -0.81490
H  -1.93325  -2.75496  2.22208
H  -2.50431  -4.10252  1.18137
H  -0.59601  -3.77267  -0.43913
H  0.08987  -3.98845  1.19778
H  -1.02538  -2.61302  -2.10140
H  -0.59546  -1.09699  -2.98839
H  0.41614  -3.62433  -3.52103
H  1.97993  -1.33547  -4.07078
H  2.67439  -2.34263  -1.73819
H  1.78161  -3.88884  -1.50295
H  3.88849  -4.20746  -2.61663
H  3.43110  -3.33082  -3.88246
H  1.19207  1.83848  -1.27307
H  0.47717  0.70966  -2.46603
H  2.99796  -0.44450  -2.50860
H  3.50176  1.16626  -1.72139
H  2.52495  3.13242  -4.69486
H  -0.27811  4.38804  -3.83124
H  -2.64040  3.90577  -4.81133
H  -3.09563  1.70323  -6.04501
H  -1.22278  -0.02505  -6.29167
H  1.10462  0.37643  -5.40149
H  3.22740  0.95218  2.11145
H  1.83013  -0.79351  3.14824
H  1.88978  -3.37012  2.87935
H  0.05282  -3.31832  3.15669
H  1.45298  -3.72188  5.36121
H  1.88529  -1.92796  5.24251
H  0.16371  -2.48905  5.37591
C  5.55934  4.05364  -6.67416
Cl  5.92547  5.54790  -5.79458
Cl  3.80220  3.80213  -6.70547
Cl  6.16435  4.17942  -8.33140
Cl  6.33603  2.68408  -5.86159
C  2.65622  -6.22073  7.08194
Cl  3.07901  -7.88223  7.51445
Cl  2.95685  -5.12993  8.45727
Cl  3.63700  -5.70497  5.69658
Cl  0.93742  -6.15042  6.64943
C  5.85680  -0.79446  1.57867
Cl  4.74951  -1.06688  0.22139
Cl  7.27894  -1.83090  1.40620
Cl  6.34541  0.90475  1.57722
Cl  5.02901  -1.17242  3.10378
C  -3.79076  -3.25032  5.47168
Cl  -5.12168  -4.21139  6.13210
Cl  -2.29508  -4.20566  5.51012
Cl  -4.15607  -2.80454  3.79573
Cl  -3.58240  -1.78277  6.44126
C  5.40186  -7.93565  11.03864
Cl  4.41965  -9.40348  10.88751
Cl  7.05764  -8.27528  10.50890
Cl  4.71087  -6.65640  10.02024
Cl  5.41533  -7.40475  12.72882
C  -5.76062  3.77236  -3.65838
Cl  -6.93795  2.45736  -3.82628
Cl  -4.12606  3.14987  -4.02311
Cl  -6.15413  5.07091  -4.79846
Cl  -5.82703  4.41307  -2.00643
C  8.21445  -7.46944  6.40272
Cl  9.67979  -7.93390  7.28352
Cl  6.89621  -7.19862  7.55384
Cl  8.52013  -5.97868  5.49128
Cl  7.76294  -8.76534  5.28110
C  4.93979  4.99898  0.52261
Cl  3.83873  4.66691  -0.82853
Cl  6.39244  3.99627  0.35840
Cl  5.39535  6.70776  0.50753
Cl  4.12827  4.61503  2.05365
C  -11.05601  3.45030  -4.08427
Cl  -9.47480  3.94982  -4.70955
Cl  -10.88517  2.93665  -2.39591
Cl  -12.18676  4.81105  -4.17625
Cl  -11.67428  2.10120  -5.05262
C  -6.59705  -4.48292  -1.12043
Cl  -8.29405  -4.40414  -1.61647
Cl  -5.63352  -3.39211  -2.13487
Cl  -6.45458  -3.99085  0.57796
Cl  -6.00231  -6.14111  -1.30577
C  -5.93949  6.45024  2.89539
Cl  -5.74693  5.73876  1.28100
Cl  -4.41352  7.19522  3.40074
Cl  -7.20921  7.68294  2.84737
Cl  -6.38967  5.18205  4.04861
C  7.50785  5.61446  -11.80533
Cl  8.17943  6.13581  -13.35887
Cl  6.93328  3.94173  -11.94201
Cl  8.76400  5.70903  -10.55739
Cl  6.15432  6.66919  -11.36226

HOMO-LUMO gap: 8.3 eV
HOMO: -11.130 eV
charge: +1
max |F|: 4.28 eV Å⁻¹
LUMO: -2.828 eV
spin multiplicity: 1